1.
{"formula": "C26H61AsCl4F6N3O12", "method": "wB97M-V/def2-TZVPD", "multiplicity": 1, "charge": -1, "gap_ev": 9.2, "e_homo_ev": -6.9, "largest_force_ev_per_a": 2.7, "elements": ["As", "F", "F", "F", "F", "F", "F", "C", "C", "C", "O", "C", "N", "H", "H", "H", "H", "H", "H", "H", "H", "H", "H", "H", "C", "C", "C", "O", "C", "N", "H", "H", "H", "H", "H", "H", "H", "H", "H", "H", "H", "C", "C", "C", "O", "C", "N", "H", "H", "H", "H", "H", "H", "H", "H", "H", "H", "H", "C", "C", "O", "C", "O", "O", "C", "H", "H", "H", "H", "H", "H", "H", "H", "C", "C", "O", "C", "O", "O", "C", "H", "H", "H", "H", "H", "H", "H", "H", "C", "C", "O", "C", "O", "O", "C", "H", "H", "H", "H", "H", "H", "H", "H", "C", "Cl", "Cl", "H", "H", "C", "Cl", "Cl", "H", "H"], "positions_angstrom": [[0.4538, 1.0083, 0.7179], [0.9298, 2.5742, 1.3820], [1.8225, 1.1320, -0.3892], [-0.1053, -0.5278, 0.0502], [-0.9527, 0.9860, 1.8566], [-0.5600, 1.8592, -0.5142], [1.3300, 0.2330, 2.0061], [-3.8723, 5.8284, -1.3512], [-2.9631, 4.6344, -1.2898], [-3.5668, 3.3445, -1.8986], [-4.3286, 2.5709, -0.9812], [-3.8740, 2.3593, 0.3801], [-1.7294, 4.9276, -2.0682], [-4.6147, 5.9247, -2.1466], [-3.2703, 6.7334, -1.2566], [-4.5730, 5.8549, -0.5111], [-2.6691, 4.5449, -0.2466], [-2.6731, 2.8003, -2.2175], [-4.0851, 3.4699, -2.8499], [-3.3712, 1.3940, 0.4583], [-4.7484, 2.3519, 1.0303], [-3.1787, 3.0829, 0.8038], [-1.2926, 4.0477, -2.3080], [-1.9416, 5.4279, -2.9214], [-3.4954, -4.3673, -0.6670], [-2.9341, -4.3399, 0.7749], [-1.4711, -3.8386, 0.8466], [-0.9945, -3.8582, 2.2062], [0.3533, -3.3902, 2.3009], [-3.7001, -3.3944, 1.6183], [-3.3556, -3.4149, -1.1793], [-4.5738, -4.4787, -0.5412], [-3.1453, -5.2133, -1.2566], [-3.1190, -5.3324, 1.1856], [-1.4252, -2.8748, 0.3341], [-0.7933, -4.5282, 0.3323], [0.9752, -3.9780, 1.6246], [0.5835, -3.6094, 3.3444], [0.3614, -2.3042, 2.2088], [-3.4015, -2.4344, 1.4712], [-3.2682, -3.5064, 2.5319], [-3.7306, -0.4289, 3.5790], [-4.0681, 0.9955, 4.1074], [-4.4453, 0.9439, 5.5720], [-5.1917, 2.0879, 5.9956], [-5.9421, 1.9179, 7.2048], [-3.0327, 1.9867, 3.9147], [-2.6987, -0.7213, 3.7826], [-3.8686, -0.4234, 2.4979], [-4.3749, -1.1731, 4.0479], [-4.9003, 1.3436, 3.4918], [-3.6717, 0.6437, 6.2827], [-5.1353, 0.0903, 5.5573], [-6.0427, 2.9151, 7.6265], [-5.4849, 1.1771, 7.8634], [-6.9203, 1.5036, 6.9463], [-2.1712, 1.5492, 4.2394], [-2.8064, 1.8922, 2.9245], [2.7865, -1.8556, -2.4684], [2.7419, -2.0503, -0.9907], [3.9845, -2.5498, -0.5277], [4.1273, -3.8534, -0.5061], [3.2249, -4.6499, -0.6639], [5.4134, -4.1292, -0.2316], [5.8795, -5.4465, -0.4619], [2.6815, -2.8185, -2.9740], [3.7790, -1.5016, -2.7550], [2.0432, -1.1319, -2.8001], [1.8615, -2.6253, -0.7120], [2.6653, -1.0176, -0.6509], [5.2988, -6.2405, 0.0013], [6.9352, -5.5751, -0.2166], [6.0192, -5.5877, -1.5379], [4.8922, 1.8883, 0.4217], [4.4881, 0.4837, 0.0547], [5.6469, -0.3632, 0.1677], [6.5238, -0.4580, -0.8293], [6.4065, 0.0438, -1.9341], [7.5968, -1.1611, -0.4116], [8.7199, -1.1766, -1.2951], [5.4543, 2.2289, -0.4508], [5.6113, 1.9928, 1.2314], [3.9537, 2.4368, 0.4995], [4.0146, 0.2878, -0.9077], [3.7516, 0.0959, 0.7605], [9.1635, -0.1974, -1.0940], [8.5061, -1.1037, -2.3608], [9.3316, -2.0192, -0.9880], [-2.4571, 0.1261, -2.5782], [-1.7424, -1.1159, -3.0778], [-1.7464, -1.2837, -4.4859], [-0.9508, -0.5211, -5.2292], [-0.2177, 0.3685, -4.8401], [-1.1978, -0.7682, -6.5125], [-0.6053, 0.0526, -7.5302], [-3.5206, -0.1119, -2.6140], [-2.2096, 0.9564, -3.2355], [-2.1109, 0.1891, -1.5475], [-2.1801, -1.9597, -2.5438], [-0.6950, -1.1212, -2.7672], [-0.6263, -0.5569, -8.4310], [0.3429, 0.5020, -7.2452], [-1.2949, 0.8693, -7.7546], [2.1818, 3.8070, -2.2083], [3.8202, 3.3146, -2.5061], [1.4610, 4.5556, -3.6234], [1.5928, 2.9317, -1.9438], [2.2539, 4.4849, -1.3615], [3.5009, 1.1262, 3.5744], [4.6812, 2.2358, 4.1554], [3.7882, -0.5216, 4.1966], [2.4914, 1.4951, 3.7295], [3.6614, 0.9999, 2.5068]], "forces_ev_per_a": [[-2.2, 1.5, 0.2], [-0.2, -0.8, -0.4], [-0.7, -0.5, 0.6], [0.7, 0.7, 0.3], [0.9, 0.1, -1.1], [0.9, -0.7, 1.0], [0.3, -0.2, -0.8], [-1.1, 0.9, 0.9], [0.1, 0.2, -1.9], [1.6, -0.4, 1.7], [-0.6, 0.2, 0.4], [0.1, -0.3, -0.7], [-0.3, 0.2, 0.6], [0.7, -0.3, -0.8], [-0.1, 0.1, -0.2], [0.3, -0.2, 0.4], [0.1, -0.5, -0.2], [0.0, -0.5, 0.3], [-0.7, 0.4, 0.4], [0.0, -0.1, -0.1], [-0.2, 0.0, -0.2], [0.0, 0.2, -0.4], [0.3, 0.1, -0.1], [-0.1, -0.1, -0.1], [-0.3, 0.2, 1.0], [0.3, 1.5, -0.4], [0.3, -2.0, 0.1], [-0.8, 0.5, -1.0], [-1.2, -0.4, 1.0], [-0.1, -0.3, 0.6], [0.2, -0.1, -0.1], [-0.1, -0.1, -0.1], [0.3, 0.2, 0.0], [0.5, 0.0, 0.2], [0.1, 0.4, 0.4], [0.0, 0.0, -0.5], [0.3, 0.4, -0.1], [0.5, 0.0, -0.1], [0.4, 0.0, -0.6], [-0.1, 0.1, -0.8], [-0.4, -0.3, 0.3], [0.1, 0.6, 0.3], [0.4, -0.1, 0.2], [-2.4, -0.8, -0.1], [0.7, 0.0, 0.2], [0.3, -0.4, -1.4], [1.1, -0.5, -1.1], [0.1, 0.1, 0.1], [0.0, -0.2, 0.0], [-0.1, -0.1, -0.3], [-0.4, 0.0, 0.5], [0.5, 0.5, -0.2], [-0.3, -0.1, 0.5], [0.0, -0.2, 0.3], [0.3, 0.3, 0.3], [-0.2, 0.1, 0.1], [0.1, 0.3, 0.6], [-0.1, 0.7, -0.3], [0.6, -0.8, -1.1], [-0.9, 1.5, -0.4], [0.4, 0.1, 0.3], [-0.7, -0.9, 0.2], [0.9, 0.0, -0.1], [0.3, 0.1, 0.2], [0.7, -0.5, -1.1], [-0.3, 0.1, -0.2], [0.0, 0.3, 0.0], [-0.1, -0.1, -0.1], [0.3, -0.2, 0.5], [-0.1, -0.6, 0.9], [-0.2, 0.2, -0.1], [-0.2, 0.7, 1.1], [-1.0, -0.2, -0.2], [0.0, 0.0, -1.8], [0.3, -0.8, 0.6], [1.0, -0.8, 0.2], [-0.5, 0.8, -0.5], [0.2, -0.5, 0.8], [-1.1, -0.4, -0.3], [0.0, 1.5, 0.4], [-0.2, 0.5, 0.0], [-0.6, -0.4, 0.5], [0.3, 0.5, 0.3], [0.4, 0.9, -0.2], [0.4, -0.3, 0.2], [0.9, -0.3, 0.0], [-0.5, -0.7, 0.1], [0.1, 0.1, -0.2], [0.1, -1.3, -0.6], [1.3, 0.5, 1.2], [-0.5, -0.8, -0.9], [0.1, 1.9, 0.5], [-0.3, -1.0, 0.0], [0.0, -0.7, -0.4], [-0.9, 0.4, 0.1], [-0.1, 0.5, 0.1], [0.0, 0.3, 0.5], [-0.2, 0.8, 0.0], [-0.1, -0.4, -0.9], [0.0, 0.3, 0.1], [0.6, -0.1, 0.1], [0.1, -0.5, 0.0], [0.0, 0.1, 0.3], [-0.4, -0.2, 0.7], [0.9, -0.4, -0.4], [-0.2, 0.3, -0.2], [0.0, 0.1, 0.0], [-0.5, 0.2, -0.3], [-0.2, -0.9, -1.2], [0.6, 0.8, 0.6], [-0.4, 0.1, 0.3], [0.1, -0.3, 0.4], [-0.2, 0.3, 0.2]]}


2.
{"formula": "C26H62Br8N2O8", "method": "wB97M-V/def2-TZVPD", "multiplicity": 1, "gap_ev": 9.4, "e_homo_ev": -9.5, "largest_force_ev_per_a": 5.0, "elements": ["C", "N", "O", "O", "H", "H", "H", "C", "N", "O", "O", "H", "H", "H", "Br", "C", "C", "Br", "H", "H", "H", "H", "Br", "C", "C", "Br", "H", "H", "H", "H", "Br", "C", "C", "Br", "H", "H", "H", "H", "Br", "C", "C", "Br", "H", "H", "H", "H", "C", "C", "O", "C", "C", "H", "H", "H", "H", "H", "H", "H", "H", "H", "H", "C", "C", "O", "C", "C", "H", "H", "H", "H", "H", "H", "H", "H", "H", "H", "C", "C", "O", "C", "C", "H", "H", "H", "H", "H", "H", "H", "H", "H", "H", "C", "C", "O", "C", "C", "H", "H", "H", "H", "H", "H", "H", "H", "H", "H"], "positions_angstrom": [[0.8049, 1.3354, 5.2328], [-0.1694, 0.6127, 6.0652], [-0.5684, 1.1194, 7.0566], [-0.3365, -0.6218, 5.8260], [0.9670, 2.2853, 5.7422], [0.2896, 1.4958, 4.2858], [1.6945, 0.7501, 5.0003], [2.1214, 2.8915, -0.2360], [2.6635, 4.2590, 0.2106], [3.8777, 4.3756, -0.1239], [1.9735, 4.9699, 0.8769], [2.1589, 2.8265, -1.3234], [1.0501, 2.7358, -0.1087], [2.6515, 2.0858, 0.2717], [-1.8851, 6.9476, 0.3797], [-0.8252, 6.4713, 2.0464], [-1.8663, 6.2578, 3.1312], [-1.1218, 5.4390, 4.8506], [-0.0244, 7.1705, 2.2871], [-0.2908, 5.5471, 1.8262], [-2.5955, 5.5809, 2.6862], [-2.3894, 7.1930, 3.3311], [-2.2632, 5.0570, -2.9293], [-0.3756, 5.3271, -2.5356], [0.4896, 5.6191, -3.7187], [2.3193, 5.6625, -3.1192], [0.0505, 4.4713, -2.0122], [-0.2872, 6.1655, -1.8447], [0.1821, 6.5537, -4.1878], [0.4181, 4.7712, -4.3999], [-1.6184, 0.1409, -4.5690], [-1.6889, 2.0382, -5.1016], [-3.0951, 2.5162, -5.5905], [-3.5983, 1.6553, -7.3075], [-0.9112, 2.2868, -5.8238], [-1.4433, 2.6390, -4.2258], [-3.2708, 3.5856, -5.7076], [-3.8615, 2.3035, -4.8452], [-8.5930, 4.1836, 0.5378], [-6.6882, 4.0983, 1.1357], [-6.4969, 2.9048, 2.0721], [-4.5514, 3.0204, 2.6125], [-6.4133, 5.0848, 1.5090], [-6.0099, 3.9338, 0.2984], [-6.7348, 1.8998, 1.7234], [-7.1738, 2.9567, 2.9249], [0.2195, -0.6390, 1.0484], [-0.9912, 0.2894, 1.0031], [-0.8693, 1.0738, -0.1758], [-1.9025, 1.8701, -0.6541], [-2.1573, 3.2096, 0.1192], [0.2376, -1.3465, 1.8775], [0.2992, -1.3653, 0.2396], [1.1332, -0.0550, 0.9380], [-1.9506, -0.2246, 0.9449], [-1.1515, 0.9725, 1.8373], [-1.8243, 1.8577, -1.7413], [-2.7917, 1.2713, -0.4570], [-1.1781, 3.6436, -0.0831], [-2.5233, 3.0311, 1.1303], [-2.9393, 3.7739, -0.3889], [3.5447, -4.9293, 0.5300], [4.2284, -3.9585, 1.4660], [3.8417, -2.8220, 0.7679], [4.1170, -1.6496, 1.4202], [4.1826, -0.5841, 0.3368], [3.8380, -4.7592, -0.5060], [3.8288, -5.8950, 0.9480], [2.4711, -4.7463, 0.4861], [4.0135, -4.0223, 2.5326], [5.3087, -4.0863, 1.3980], [3.4463, -1.5085, 2.2678], [5.1124, -1.7510, 1.8526], [3.1922, -0.4307, -0.0916], [4.8695, -0.9083, -0.4450], [4.5459, 0.3665, 0.7272], [-2.2163, -7.8569, 3.6352], [-1.2301, -6.7481, 3.4656], [-0.4027, -6.9683, 2.2925], [0.1784, -5.7499, 1.6683], [-0.8399, -4.5933, 1.3807], [-2.7886, -7.8443, 4.5628], [-2.8816, -7.8464, 2.7720], [-1.7328, -8.8337, 3.6513], [-1.7419, -5.7995, 3.3029], [-0.7059, -6.6221, 4.4129], [0.9149, -5.3000, 2.3340], [0.6728, -6.0290, 0.7378], [-1.7824, -5.1240, 1.2457], [-0.5704, -4.0626, 0.4676], [-0.9667, -3.9442, 2.2471], [4.5635, -3.0640, -5.2954], [3.0454, -3.2579, -5.2670], [2.5578, -3.1772, -3.9505], [1.2866, -3.6778, -3.6758], [1.0842, -3.9514, -2.2467], [4.8822, -2.3514, -4.5347], [5.0091, -4.0095, -4.9861], [5.0291, -2.7776, -6.2384], [2.4329, -2.5406, -5.8133], [2.9283, -4.2451, -5.7140], [0.4579, -3.2225, -4.2181], [1.3077, -4.6484, -4.1714], [1.7907, -4.6406, -1.7841], [0.0779, -4.3575, -2.1442], [0.9238, -3.0371, -1.6753]], "forces_ev_per_a": [[-0.6, 0.8, -0.9], [1.4, -4.8, -0.1], [-1.0, 1.5, 1.1], [0.1, 2.6, -0.4], [0.3, -0.2, -0.2], [0.1, 0.2, -0.1], [-0.2, -0.1, 0.6], [-1.0, 0.2, -0.6], [2.5, -3.1, -1.5], [-2.9, 0.8, 1.1], [0.1, 0.9, 0.1], [1.0, 0.1, 0.1], [0.0, 0.6, 0.9], [0.3, 0.4, -0.2], [0.9, 0.0, 1.2], [0.3, -0.7, 0.1], [0.0, -0.1, -0.4], [-0.6, 0.7, -1.5], [-0.5, 0.5, -0.3], [-0.4, -0.1, -0.3], [0.0, -0.3, 0.7], [0.2, -0.1, 0.6], [0.4, 0.1, -0.2], [0.7, 0.4, 1.1], [-0.8, -0.6, -0.7], [0.1, 0.2, 0.0], [-0.6, -0.3, 0.0], [-0.4, -0.1, 0.1], [0.4, -0.1, -0.1], [0.1, 0.3, -0.3], [-0.1, 0.9, -0.3], [-0.9, 1.1, -0.2], [0.1, -0.9, 0.3], [0.2, 0.4, 0.8], [-0.1, -0.6, -0.2], [-0.1, -0.3, 0.2], [1.0, 0.1, -0.4], [0.0, -0.8, -0.1], [1.0, -0.1, 0.2], [0.0, -0.9, -0.6], [-0.1, 0.8, 0.7], [-1.5, -0.3, 0.1], [-0.3, -0.3, 0.6], [-0.6, 0.1, -0.5], [0.6, 0.3, -0.9], [0.6, 0.5, 0.5], [0.0, -0.2, -0.1], [-0.8, 0.3, -0.8], [2.3, 0.1, -0.3], [-2.6, -1.1, 1.6], [0.9, -1.3, -2.0], [0.1, 0.7, 0.6], [-0.6, 0.4, -0.6], [0.1, 0.0, 0.6], [-0.1, -0.6, -0.1], [0.7, -0.1, 0.6], [0.3, 0.8, 0.0], [-0.7, -0.2, -0.3], [-0.1, 1.1, 1.1], [0.9, 0.1, -0.1], [0.2, 0.1, -0.1], [0.2, -1.3, 1.1], [-0.1, -0.6, -2.1], [-0.5, 0.8, 0.4], [1.3, 0.9, -0.2], [-0.4, 0.4, 0.6], [0.7, -0.2, 0.2], [-0.6, -0.7, -0.8], [0.0, -0.3, 0.6], [-0.8, 0.2, 0.0], [0.4, 0.0, 0.0], [-0.4, 0.5, 0.0], [0.4, 0.2, 0.3], [0.0, 0.0, -0.2], [-0.1, -0.1, 0.0], [0.0, 0.1, 0.1], [-0.3, -0.9, -0.7], [0.3, 1.0, -0.5], [0.2, 1.2, -0.1], [-0.9, 0.4, 1.1], [0.0, -1.7, 0.3], [0.0, 0.6, 0.0], [-0.3, -0.2, 0.1], [0.3, 0.0, -0.2], [-0.3, 0.0, 0.2], [0.9, 0.0, -0.2], [0.4, -0.4, 0.1], [-0.2, -0.5, 0.3], [-0.3, 0.4, -0.4], [0.0, 0.1, 0.2], [0.2, 0.2, -0.2], [0.1, 0.1, 0.9], [-0.1, 0.2, -0.4], [1.3, 0.8, 1.1], [0.7, -2.1, -2.1], [-1.5, 0.7, 1.2], [-0.1, 0.2, -0.1], [0.1, -0.1, -0.1], [-0.5, 0.0, -0.2], [0.4, 0.2, -0.7], [-0.8, -0.3, 0.1], [-0.1, 1.0, 0.3], [-0.3, -0.7, -0.1], [0.1, 0.3, -0.2], [-0.1, -0.6, -0.1], [0.8, 0.2, 0.3]]}